Formula: C36H60Cl36FNO7S2
Source: the Open Molecules 2025 dataset
Level of theory: ωB97M-V/def2-TZVPD

The geometry in XYZ format:
```
143
Properties=species:S:1:pos:R:3:mulliken_charge:R:1
H 1.50 -0.07 3.80 0.247
H 2.91 -9.70 1.38 0.352
F -2.06 1.78 -2.34 -0.292
S -4.37 -2.85 3.60 -0.165
Cl 1.32 -2.98 -0.97 0.167
H 0.76 2.65 -2.64 0.281
H -0.05 0.51 1.01 -0.431
Cl 9.23 -1.96 3.37 -0.124
Cl 3.44 -8.77 3.48 -0.110
H -3.76 2.01 0.55 0.044
H 2.17 3.95 -0.63 0.313
H -5.03 2.31 4.86 0.271
C 0.78 5.92 2.70 -0.278
C 7.06 -1.99 0.36 -0.886
C -1.55 2.90 -3.18 0.783
C 1.95 4.08 1.59 -0.351
H -1.32 10.91 -3.07 0.204
Cl 2.94 -3.11 1.92 0.124
N -3.66 -1.14 1.40 0.680
Cl -2.60 8.19 -0.38 0.016
H -4.22 4.56 4.00 0.310
Cl -5.00 -2.97 -3.67 -0.076
C 2.83 -4.65 2.80 0.027
H 6.73 -8.41 -2.93 0.189
C -1.38 2.26 -4.72 -0.983
C 3.57 -8.90 1.72 -0.153
C 5.21 -5.13 -1.13 0.691
H 7.47 -3.04 0.69 0.156
Cl -5.85 9.86 2.60 -0.123
O 1.55 5.53 1.51 -0.401
Cl -5.91 -3.61 -7.32 -0.129
C 5.33 -0.19 1.46 -0.422
C -5.15 -1.10 1.16 -0.831
H -5.66 -2.16 1.11 0.315
H 1.54 3.59 2.56 0.196
H -1.83 3.07 -5.44 0.306
C -1.21 -8.68 -5.03 0.023
H 1.92 -4.33 -2.81 0.313
H -2.62 4.79 0.87 0.202
H -3.92 1.27 3.69 -0.264
C -2.22 3.71 0.55 -0.053
H -2.04 1.27 -4.73 0.195
H -4.21 -3.34 -5.86 -0.148
H 6.26 0.35 1.97 0.280
H 1.09 -1.35 2.47 -0.348
H -3.11 2.09 5.18 0.266
H -0.27 1.97 -4.94 0.294
H 3.13 4.11 1.71 0.257
H -5.75 -0.32 3.32 0.166
Cl 6.87 -5.53 -1.61 -0.154
C -3.77 -3.42 -4.87 0.362
H -4.41 -3.17 -0.55 0.191
O -0.79 3.70 0.87 0.105
Cl 5.47 -9.32 -4.70 -0.131
Cl -1.99 11.81 -0.99 -0.043
C -7.40 -2.67 -7.22 0.013
Cl -2.39 -2.31 -4.78 -0.116
C 4.00 0.05 2.45 0.101
Cl -0.80 13.20 -3.26 -0.136
H -1.59 6.16 -1.02 -0.779
H -0.22 2.21 -0.60 0.327
C 2.17 0.99 1.09 0.228
H 1.54 6.14 3.58 0.276
C -4.79 10.80 1.53 0.098
C -3.27 -2.03 2.57 -0.223
Cl -7.15 -1.03 -7.85 -0.118
Cl -2.44 -8.24 -3.83 -0.130
Cl -0.34 -3.83 -3.21 0.068
H 7.83 -1.10 0.52 0.286
Cl 5.23 -9.29 1.24 -0.098
C -3.14 2.62 1.37 0.945
Cl 0.76 -5.81 -1.38 -0.118
C 0.68 -0.36 2.99 -0.429
Cl -1.15 7.60 -2.83 -0.176
C 1.66 3.26 0.20 -0.387
H -2.52 1.86 2.00 -0.748
H 0.04 5.10 3.09 0.022
H -7.12 -0.17 1.99 0.360
Cl -4.95 12.53 1.86 -0.121
C 0.74 0.84 1.85 0.989
O 2.32 -0.33 0.37 0.239
H 4.50 0.30 3.51 0.179
Cl -3.24 -5.09 -4.63 -0.013
H -2.48 3.59 -0.59 -0.242
Cl 0.70 11.12 -1.88 -0.119
C -3.96 2.23 4.38 -0.312
Cl 8.23 -1.40 6.05 -0.140
Cl 1.75 -4.50 4.19 -0.134
C -3.25 -2.91 -0.54 -0.303
H -5.30 -0.61 0.08 0.330
Cl 6.16 -10.56 -2.16 -0.119
H -2.94 -2.83 -1.68 -0.111
Cl -3.61 6.17 -2.22 -0.158
H 2.24 -0.17 -0.63 0.171
H 0.26 4.24 -3.56 0.308
Cl -0.68 -10.35 -4.79 -0.128
H -1.72 -1.41 0.24 -0.235
C -0.80 -0.58 3.65 0.367
Cl 3.04 -7.39 0.95 0.037
C 0.05 3.33 -0.28 0.049
H 3.40 -0.95 2.64 -0.193
H 4.77 -2.30 0.60 -0.395
Cl 4.49 -8.18 -2.21 -0.038
C -2.16 6.93 -1.54 1.062
H -5.11 10.62 0.50 0.262
C -2.89 -1.46 0.14 0.004
Cl 4.68 -3.63 -1.90 -0.164
O 2.28 1.97 0.03 -0.580
C -3.68 3.61 3.52 0.098
Cl 6.55 -2.82 4.14 -0.086
H -5.58 1.04 2.00 0.090
H -1.65 -8.60 -6.03 0.305
C -0.08 3.48 -2.71 -0.527
H 7.39 -0.62 3.99 0.101
O -4.15 3.38 2.15 -0.448
O -0.11 4.25 -1.45 -0.262
H 5.75 -2.33 2.22 -0.768
H 0.30 1.82 2.32 0.012
H -1.50 0.32 3.37 -0.440
H 4.55 -5.94 -1.46 -0.453
O 3.20 1.22 2.10 -0.452
Cl -7.99 -2.60 -5.55 -0.103
C 1.03 -4.25 -2.18 -0.539
H -2.36 3.76 -3.21 -0.115
H -0.63 -0.68 4.83 0.327
H -3.19 -0.61 -0.65 0.179
C 5.64 -1.78 1.19 1.657
Cl 4.44 -5.19 3.31 -0.149
S -1.43 -2.26 2.99 -0.066
H -2.53 3.88 3.44 -0.171
Cl 5.08 -5.01 0.64 0.005
Cl 0.17 -7.57 -4.95 -0.077
C 7.80 -1.57 4.34 0.241
C 5.83 -9.03 -2.99 0.091
H -2.70 -3.81 0.00 0.187
C -5.96 -0.06 2.19 -0.637
H 5.10 0.34 0.41 0.144
H 0.19 6.90 2.40 0.157
H 6.81 -1.99 -0.80 0.181
Cl -3.11 10.28 1.70 -0.124
C -0.91 11.66 -2.39 0.102
H 2.42 -5.40 2.12 0.012
H -8.16 -3.16 -7.83 0.337
```

Results
**HOMO-LUMO gap**: 8.0 eV
**Highest occupied orbital energy**: -0.2990 hartree
**2S+1**: 1